1.
69
Properties=species:S:1:pos:R:3:forces:R:3 method="wB97M-V/def2-TZVPD" lumo_energy_ev="-0.934 / -1.240" homo_ev="-5.6 / -5.8" charge=0 spin_multiplicity=2 s_squared=0.86 e_above_lowest_ev=0.000
La 0.468 0.226 -0.444 0.640 -0.505 -2.334
C -4.915 3.464 -2.581 -0.064 -0.056 -0.004
C -5.563 2.227 -2.351 -0.005 0.089 -0.040
C -4.939 1.208 -1.675 0.075 -0.064 0.052
C -3.629 1.413 -1.217 -0.107 0.047 -0.058
C -2.722 0.597 -0.463 0.046 -0.056 0.123
N -1.570 1.333 -0.286 -0.384 0.195 0.519
C -1.691 2.568 -0.832 0.107 0.233 0.164
N -0.837 3.631 -0.597 -0.060 -0.181 0.030
C 0.373 3.541 -0.144 0.045 0.138 0.133
C 1.113 4.646 0.516 -0.047 -0.001 -0.109
C 0.774 5.967 0.745 0.063 0.023 0.019
C 1.669 6.742 1.473 -0.031 0.005 -0.019
C 2.854 6.203 1.974 0.026 -0.006 0.012
C 3.181 4.869 1.761 -0.046 0.075 -0.038
C 2.298 4.108 1.017 0.113 -0.086 -0.067
C 2.312 2.668 0.663 0.096 0.205 0.117
N 3.234 1.823 1.048 -0.196 -0.145 0.028
C 3.060 0.462 1.128 -0.003 0.301 0.181
N 1.863 -0.150 1.348 0.101 0.007 0.775
C 2.029 -1.505 1.536 -0.156 0.117 0.126
N 1.046 -2.385 1.846 0.066 0.039 0.002
C -0.242 -2.193 1.630 -0.144 -0.003 0.061
N -0.811 -1.300 0.768 -0.134 0.098 0.436
C -2.188 -1.347 0.807 0.010 -0.085 0.102
N -3.024 -0.582 0.148 0.003 0.105 -0.016
C -2.541 -2.423 1.741 -0.074 0.025 -0.109
C -3.770 -2.908 2.173 0.020 -0.022 -0.001
C -3.770 -3.926 3.111 0.015 -0.013 0.013
C -2.573 -4.444 3.621 -0.042 -0.002 -0.003
C -1.348 -3.953 3.204 0.000 0.006 -0.025
C -1.344 -2.941 2.253 0.113 -0.082 -0.020
C 3.444 -1.772 1.465 0.090 -0.093 0.019
C 4.192 -2.947 1.601 -0.111 0.024 0.005
C 5.560 -2.868 1.477 0.090 0.057 -0.016
C 6.203 -1.637 1.222 -0.008 -0.099 0.017
C 5.483 -0.474 1.087 -0.079 0.055 0.002
C 4.090 -0.541 1.206 0.056 0.000 -0.011
N 1.195 2.430 -0.090 -0.135 0.070 0.385
C -2.982 2.653 -1.447 -0.038 0.028 -0.037
C -3.637 3.687 -2.133 0.086 -0.036 0.054
H -5.444 4.245 -3.112 -0.002 -0.002 -0.001
H -6.574 2.090 -2.713 0.000 0.005 0.000
H -5.442 0.267 -1.489 0.008 -0.002 0.004
H -0.157 6.374 0.374 -0.007 -0.017 -0.009
H 1.438 7.782 1.665 0.010 0.001 0.005
H 3.522 6.834 2.545 0.000 -0.002 0.000
H 4.086 4.432 2.160 0.002 -0.006 -0.001
H -4.691 -2.490 1.787 0.001 0.003 -0.003
H -4.711 -4.325 3.467 -0.001 0.000 -0.002
H -2.613 -5.234 4.360 0.010 0.000 0.001
H -0.416 -4.334 3.602 0.000 0.000 0.001
H 3.698 -3.888 1.804 0.001 0.001 -0.001
H 6.162 -3.761 1.582 -0.004 -0.002 0.002
H 7.282 -1.617 1.138 0.000 0.009 -0.003
H 5.967 0.476 0.898 0.012 -0.006 -0.001
H -3.137 4.633 -2.292 -0.011 0.005 -0.008
O 1.006 -1.159 -2.346 -0.038 -0.381 -0.493
N 0.440 -2.147 -3.005 0.046 0.010 0.047
C 1.006 -2.562 -4.153 -0.055 0.009 0.046
C 0.443 -3.594 -4.871 0.043 0.048 0.009
C -0.711 -4.204 -4.406 -0.032 -0.051 -0.026
C -1.270 -3.763 -3.218 0.018 0.060 0.050
C -0.676 -2.730 -2.526 0.013 -0.044 -0.038
H 1.898 -2.022 -4.426 0.004 -0.017 -0.028
H 0.920 -3.904 -5.789 -0.017 -0.017 -0.004
H -1.166 -5.014 -4.958 0.006 0.002 -0.005
H -2.165 -4.205 -2.806 -0.001 -0.019 -0.020
H -1.043 -2.347 -1.582 -0.002 0.009 0.004


2.
15
Properties=species:S:1:pos:R:3:forces:R:3 method="wB97M-V/def2-TZVPD" lumo_energy_ev="-0.688 / -0.687" homo_ev="-7.8 / -7.8" charge=0 e_above_lowest_ev=4.802
O -1.182 -0.416 1.981 -0.205 0.180 -0.040
C 0.660 0.021 1.169 0.211 -0.003 -0.121
C 0.642 0.640 -0.143 0.167 0.063 0.234
C -0.839 0.386 -0.528 -0.155 0.103 -0.265
C -0.469 -0.469 -1.621 -0.067 -0.119 -0.090
O -1.041 -1.059 -2.516 0.157 0.191 0.264
C 1.039 -0.321 -1.296 0.117 -0.089 -0.086
H -1.605 0.391 2.317 0.060 -0.177 0.000
H 0.860 0.584 2.078 -0.069 -0.069 -0.127
H 0.829 -1.049 1.241 -0.052 0.152 -0.056
H 1.033 1.662 -0.175 -0.079 -0.154 0.003
H -1.448 -0.448 1.008 0.030 0.007 0.175
H -1.654 1.095 -0.399 0.080 -0.153 0.025
H 1.598 -1.225 -1.026 -0.099 0.124 -0.023
H 1.578 0.208 -2.089 -0.094 -0.056 0.106